Density functional theory data (wB97M-V/def2-TZVPD) for a cluster of 4 separate species, C22H21N3O8 in total at a distorted geometry.

As for the SMILES: O=[N+]([O-])c1ccccc1.O=[N+]([O-])c1ccccc1.O=[N+]([O-])c1ccccc1.O=C1CCCO1. The HOMO energy comes out at -9.683 eV. The energy relative to the best compared isomer or geometry (same formula, charge and spin) comes out at 850.98 kJ/mol. Its frontier orbital gap is 8.793 eV. Its largest force on an atom is 2.016 eV/Å. Its electronic energy is -1616.82566 a.u. The calculation puts the LUMO energy at -0.89 eV.

Each line ends with the natural charge from an NBO analysis.
Geometry (Å):
O (-1.48487, 0.14799, -2.98185)  -0.38
N (-2.58473, 0.11441, -3.47705)  0.54
O (-3.03126, -0.77874, -4.14570)  -0.37
C (-3.37629, 1.35984, -3.36962)  0.01
C (-2.91111, 2.47576, -2.68496)  -0.19
C (-3.68319, 3.61665, -2.67490)  -0.21
C (-4.90494, 3.64723, -3.34391)  -0.17
C (-5.41737, 2.51932, -3.95724)  -0.21
C (-4.62151, 1.36751, -3.97573)  -0.19
H (-1.91784, 2.43134, -2.25753)  0.25
H (-3.33327, 4.55512, -2.26650)  0.23
H (-5.45664, 4.57916, -3.37369)  0.22
H (-6.34774, 2.62358, -4.49613)  0.22
H (-4.99336, 0.54738, -4.57258)  0.25
O (-0.61506, 5.88480, 0.15004)  -0.36
N (-0.73925, 4.95111, 0.90510)  0.53
O (-1.30576, 3.91407, 0.61232)  -0.39
C (-0.27467, 5.09737, 2.26736)  0.02
C (-0.02931, 6.33871, 2.83099)  -0.17
C (0.71451, 6.45432, 3.99442)  -0.22
C (1.19581, 5.30522, 4.61976)  -0.17
C (0.81993, 4.04816, 4.15691)  -0.22
C (0.12644, 3.96066, 2.96983)  -0.18
H (-0.33879, 7.24581, 2.32603)  0.24
H (1.11512, 7.43519, 4.21022)  0.23
H (1.82598, 5.36841, 5.49772)  0.22
H (1.03674, 3.11617, 4.65879)  0.23
H (-0.27160, 3.03110, 2.57534)  0.24
O (0.98807, -4.04616, -1.27306)  -0.36
N (1.75888, -3.43813, -0.55591)  0.53
O (2.78118, -3.90663, -0.08897)  -0.38
C (1.44918, -2.04393, -0.26313)  0.02
C (0.12294, -1.64826, -0.15801)  -0.18
C (-0.18522, -0.29538, -0.18250)  -0.19
C (0.80714, 0.66745, -0.03969)  -0.18
C (2.13785, 0.22939, 0.08016)  -0.21
C (2.45843, -1.10075, -0.06022)  -0.19
H (-0.68794, -2.35048, -0.30151)  0.24
H (-1.22719, -0.00933, -0.13794)  0.22
H (0.47751, 1.69324, 0.05517)  0.22
H (2.89666, 0.96675, 0.30178)  0.22
H (3.51132, -1.34926, -0.05683)  0.24
O (5.12273, -6.92649, -0.53247)  -0.57
C (4.01966, -6.94829, -0.06928)  0.80
C (3.61935, -6.77220, 1.38826)  -0.54
C (2.15939, -7.15531, 1.44545)  -0.44
C (1.73416, -7.30361, -0.03013)  -0.07
O (2.91903, -7.11988, -0.81509)  -0.48
H (4.17279, -7.35789, 2.12488)  0.24
H (3.88339, -5.75486, 1.68448)  0.25
H (2.02667, -8.11921, 1.92949)  0.21
H (1.59427, -6.36700, 1.94218)  0.22
H (1.29196, -8.28757, -0.19527)  0.18
H (0.97186, -6.61385, -0.38927)  0.20

=====

Density functional theory data (wB97M-V/def2-TZVPD) for the ion CH6IN4 with charge +1 at a distorted geometry.

As for the SMILES: N/N=N/[C@H]([NH3+])I. The HOMO energy comes out at -13.170 eV. The energy relative to the best compared isomer or geometry (same formula, charge and spin) comes out at 144.65 kJ/mol. Its frontier orbital gap is 8.716 eV. Its largest force on an atom is 4.080 eV/Å. As for the charge: +1. Its electronic energy is -558.05691 a.u. The calculation puts the LUMO energy at -4.45 eV.

Each line ends with the natural charge from an NBO analysis.
Geometry (Å):
N (-1.06690, 2.40101, 0.15612)  -0.53
N (-0.17699, 1.47558, 0.09785)  0.11
N (-0.51784, 0.30102, -0.18397)  -0.37
C (0.38247, -0.67199, -0.47506)  0.10
N (0.27822, -1.93591, 0.26584)  -0.76
I (2.67746, 0.03172, 0.08566)  -0.06
H (-2.07679, 2.50008, -0.25547)  0.42
H (-0.58140, 3.36054, 0.40546)  0.42
H (0.39034, -0.74302, -1.51591)  0.23
H (0.40713, -1.71213, 1.33764)  0.48
H (1.01311, -2.64236, -0.14212)  0.49
H (-0.72880, -2.36454, 0.22397)  0.46

=====

Density functional theory data (wB97M-V/def2-TZVPD) for a structure of composition C17H28GeIrN3OS.

The HOMO energy comes out at -14.779 eV. The energy relative to the best compared isomer or geometry (same formula, charge and spin) comes out at 0.00 kJ/mol. Its frontier orbital gap is 7.448 eV. Its largest force on an atom is 0.167 eV/Å. As for the charge: +2. Its electronic energy is -3482.97392 a.u. The calculation puts the LUMO energy at -7.33 eV.

Each line ends with the natural charge from an NBO analysis.
Geometry (Å):
Ir (0.36958, -1.25714, -0.56229)  0.78
C (-1.39069, 3.07365, -2.68113)  -0.42
N (-0.04191, 2.81093, -2.17250)  -0.30
C (0.93809, 3.76095, -1.96809)  -0.01
C (2.01557, 3.12851, -1.47917)  -0.05
N (1.70162, 1.76855, -1.40451)  -0.35
C (0.42146, 1.60956, -1.82005)  0.26
S (-0.56332, 0.20119, -1.91810)  0.14
C (2.64030, 0.78964, -0.99002)  0.39
C (3.99133, 1.10036, -1.07719)  -0.24
C (4.92757, 0.21008, -0.59409)  -0.09
C (4.49389, -0.98614, -0.03914)  -0.20
C (3.14729, -1.24657, -0.03918)  0.05
N (2.21501, -0.38667, -0.51381)  -0.43
H (-1.49079, 4.14343, -2.83425)  0.25
H (-2.12580, 2.73732, -1.95225)  0.24
H (-1.53914, 2.55799, -3.62739)  0.24
H (0.77395, 4.80399, -2.17489)  0.27
H (2.95238, 3.52939, -1.14294)  0.26
H (4.31089, 2.02080, -1.53941)  0.25
H (5.98134, 0.44425, -0.65861)  0.26
H (5.18268, -1.71607, 0.35973)  0.27
H (2.77121, -2.18820, 0.34230)  0.23
C (-3.39478, -3.35203, -0.05207)  -0.44
C (-2.59549, -4.41590, -0.80732)  -0.43
C (-1.17390, -3.91866, -0.66342)  -0.07
O (-1.31245, -2.45694, -0.71470)  -0.56
C (-2.70429, -2.06123, -0.44691)  -0.06
H (-3.32520, -3.51168, 1.02453)  0.22
H (-4.44681, -3.34262, -0.32785)  0.26
H (-2.88272, -4.44627, -1.85852)  0.23
H (-2.71701, -5.41180, -0.38773)  0.26
H (-0.50434, -4.20782, -1.47048)  0.22
H (-0.74037, -4.18257, 0.30373)  0.19
H (-3.09655, -1.64108, -1.37298)  0.20
H (-2.68539, -1.30043, 0.33070)  0.21
C (-0.60530, 0.45199, 4.09428)  -1.08
Ge (-0.61733, 0.77519, 2.17757)  1.61
C (0.62942, 2.20381, 1.69975)  -1.09
C (-2.40560, 1.18606, 1.52070)  -1.10
C (0.03850, -0.93692, 1.38879)  -0.97
H (-0.95338, 1.34088, 4.62030)  0.26
H (0.39958, 0.21991, 4.44682)  0.24
H (-1.26413, -0.37573, 4.35556)  0.25
H (0.53272, 3.01537, 2.42131)  0.26
H (0.41336, 2.62007, 0.71389)  0.20
H (1.66455, 1.85704, 1.72993)  0.23
H (-2.72315, 2.14478, 1.93203)  0.26
H (-3.12719, 0.43742, 1.84961)  0.24
H (-2.43673, 1.25577, 0.43175)  0.22
H (-0.66179, -1.72995, 1.68401)  0.22
H (1.01325, -1.12648, 1.86368)  0.22

=====

Density functional theory data (wB97M-V/def2-TZVPD) for an isolated molecule of C6H8O4 at a distorted geometry.

As for the SMILES: CCOC(=O)/C=C\C(=O)O. The HOMO energy comes out at -10.407 eV. The energy relative to the best compared isomer or geometry (same formula, charge and spin) comes out at 670.36 kJ/mol. Its frontier orbital gap is 9.152 eV. Its largest force on an atom is 15.486 eV/Å. Its electronic energy is -534.15280 a.u. The calculation puts the LUMO energy at -1.25 eV.

Each line ends with the natural charge from an NBO analysis.
Geometry (Å):
C (-0.32702, -2.33723, -2.34571)  -0.56
C (-0.67452, -1.61639, -1.14488)  -0.07
O (0.42114, -0.74124, -0.88934)  -0.57
C (0.40600, -0.06949, 0.34457)  0.83
O (0.35559, -0.67125, 1.26561)  -0.50
C (0.46482, 1.44879, 0.06099)  -0.28
C (0.44211, 2.48721, 0.89503)  -0.25
C (0.44001, 2.45399, 2.34937)  0.70
O (0.40313, 3.60400, 3.02680)  -0.56
O (0.55567, 1.29851, 3.19481)  -0.70
H (0.73524, -2.78516, -1.98650)  0.22
H (-1.20622, -3.15755, -2.68085)  0.21
H (-0.32606, -1.75893, -2.98978)  0.15
H (-1.84940, -1.06074, -1.02296)  0.18
H (-1.06536, -2.59957, -0.33487)  0.17
H (0.25263, 1.62508, -1.08998)  0.25
H (0.57750, 3.59002, 0.76279)  0.28
H (0.39473, 0.28995, 2.58490)  0.51

=====

Density functional theory data (wB97M-V/def2-TZVPD) for an isolated molecule of C4H4N2O2 at a distorted geometry.

As for the SMILES: O=C(O)c1c[nH]cn1. The HOMO energy comes out at -9.361 eV. The energy relative to the best compared isomer or geometry (same formula, charge and spin) comes out at 344.78 kJ/mol. Its frontier orbital gap is 9.620 eV. Its largest force on an atom is 19.069 eV/Å. Its electronic energy is -414.71486 a.u. The calculation puts the LUMO energy at 0.26 eV.

Each line ends with the natural charge from an NBO analysis.
Geometry (Å):
O (-2.15811, 1.09605, -0.10283)  -0.56
C (-1.45060, 0.15045, 0.06870)  0.74
O (-2.02972, -1.02894, 0.07778)  -0.61
C (-0.00602, 0.00674, -0.07684)  -0.10
C (0.91020, 1.10463, 0.13254)  0.01
N (2.08760, 0.56708, 0.01108)  -0.54
C (1.91850, -0.77808, -0.06008)  0.17
N (0.72688, -1.10959, -0.10097)  -0.44
H (-1.49378, -1.58350, 0.17514)  0.44
H (1.04898, 2.39374, 0.05628)  0.24
H (3.13090, 0.94597, -0.02770)  0.44
H (2.88273, -1.39800, 0.23996)  0.19

=====

Density functional theory data (wB97M-V/def2-TZVPD) for a structure of composition C18H32As3NS2Tc at a distorted geometry.

The HOMO energy (alpha / beta) comes out at -14.588 / -14.641 eV. The energy relative to the best compared isomer or geometry (same formula, charge and spin) comes out at 24.34 kJ/mol. Its frontier orbital gap (alpha / beta) is 6.765 / 6.959 eV. Its largest force on an atom is 2.382 eV/Å. As for the charge: +2. Its electronic energy is -8343.81651 a.u. The calculation puts the LUMO energy (alpha / beta) at -7.82 / -7.68 eV. The spin multiplicity is 2.

Each line ends with the natural charge from an NBO analysis.
Geometry (Å):
Tc (0.44664, -0.49396, 0.19697)  0.00
C (3.36048, 1.80967, -0.70705)  -0.93
As (2.87191, 0.17762, 0.19420)  1.19
C (4.09883, -1.07392, -0.61092)  -0.94
C (3.59812, 0.49420, 1.97303)  -0.74
C (3.03319, -0.37210, 3.11027)  -0.05
C (4.05009, -0.36009, 4.26152)  -0.61
C (1.73222, 0.23937, 3.65702)  -0.72
As (0.35940, 0.80792, 2.37913)  1.08
C (0.55090, 2.72704, 2.32136)  -0.93
C (-1.26818, 0.60591, 3.40183)  -0.94
C (2.86826, -1.84392, 2.66422)  -0.73
As (1.22919, -2.34949, 1.72054)  1.12
C (1.73168, -4.00915, 0.87807)  -0.92
C (0.12994, -2.98868, 3.18060)  -0.94
H (4.43207, 1.94313, -0.58411)  0.25
H (2.83310, 2.65936, -0.28023)  0.25
H (3.12004, 1.73507, -1.76459)  0.26
H (5.11027, -0.82790, -0.29843)  0.25
H (4.01602, -0.96566, -1.69103)  0.26
H (3.86874, -2.10111, -0.34639)  0.24
H (3.44622, 1.55323, 2.19089)  0.24
H (4.67474, 0.34777, 1.88352)  0.26
H (4.31519, 0.66486, 4.53242)  0.23
H (4.96480, -0.88176, 3.97275)  0.23
H (3.64328, -0.85151, 5.14836)  0.23
H (1.96779, 1.13710, 4.23039)  0.26
H (1.24486, -0.45370, 4.34345)  0.25
H (0.39887, 3.10428, 3.33023)  0.26
H (-0.19976, 3.15014, 1.65836)  0.25
H (1.53948, 3.00928, 1.96753)  0.24
H (-1.04281, 0.81782, 4.44509)  0.26
H (-1.67756, -0.39691, 3.30308)  0.25
H (-2.00163, 1.32433, 3.03958)  0.26
H (2.90574, -2.50573, 3.52933)  0.25
H (3.70398, -2.12688, 2.02346)  0.25
H (2.46745, -3.84142, 0.09738)  0.25
H (0.85370, -4.47435, 0.43857)  0.26
H (2.14343, -4.65690, 1.64813)  0.25
H (-0.37805, -2.17605, 3.69279)  0.24
H (0.78781, -3.50384, 3.87693)  0.25
H (-0.61325, -3.68399, 2.80005)  0.26
S (0.63236, -0.40482, -1.91630)  0.06
S (-4.11315, 0.20919, 0.35776)  0.57
C (-2.44567, 0.37833, 0.14044)  -0.11
N (-1.71911, -0.68919, 0.35581)  -0.50
C (-2.53409, -1.77814, 0.70267)  0.08
C (-2.12338, -3.09352, 0.91175)  -0.17
C (-3.07297, -4.03787, 1.23280)  -0.20
C (-4.43106, -3.69546, 1.33571)  -0.17
C (-4.85504, -2.40749, 1.09586)  -0.19
C (-3.88640, -1.45540, 0.77290)  -0.22
H (-2.01837, 1.32449, -0.16828)  0.25
H (-1.08769, -3.36904, 0.76455)  0.20
H (-2.77385, -5.06606, 1.39290)  0.24
H (-5.15716, -4.45928, 1.58166)  0.25
H (-5.90383, -2.14573, 1.14354)  0.25

=====

Density functional theory data (wB97M-V/def2-TZVPD) for a cluster of 2 separate species, C14H16 in total at a distorted geometry.

As for the SMILES: Cc1ccccc1.Cc1ccccc1. The HOMO energy comes out at -8.981 eV. The energy relative to the best compared isomer or geometry (same formula, charge and spin) comes out at 237.04 kJ/mol. Its frontier orbital gap is 9.939 eV. Its largest force on an atom is 4.915 eV/Å. Its electronic energy is -542.98258 a.u. The calculation puts the LUMO energy at 0.96 eV.

Each line ends with the natural charge from an NBO analysis.
Geometry (Å):
C (3.29161, -1.62884, -3.42382)  -0.62
C (2.50051, -0.99790, -2.30258)  -0.05
C (3.33553, -0.30723, -1.41235)  -0.21
C (2.63135, 0.31882, -0.33771)  -0.19
C (1.30499, -0.00725, -0.16583)  -0.26
C (0.57209, -0.65750, -1.11528)  -0.19
C (1.18595, -1.24244, -2.21768)  -0.21
H (3.43755, -1.02152, -4.36553)  0.22
H (2.69392, -2.66320, -3.68106)  0.20
H (4.23505, -2.07455, -3.02239)  0.22
H (4.36881, -0.13832, -1.62091)  0.21
H (3.30205, 0.95007, 0.27011)  0.22
H (0.67941, 0.52303, 0.56535)  0.22
H (-0.53241, -0.73356, -0.98106)  0.21
H (0.53322, -1.76543, -3.07633)  0.22
C (-2.95719, 0.52962, -0.21819)  -0.62
C (-2.38578, 0.65857, 1.16862)  -0.03
C (-1.43054, 1.58315, 1.41521)  -0.25
C (-1.05305, 1.84330, 2.72523)  -0.18
C (-1.50096, 0.98574, 3.67949)  -0.24
C (-2.49692, 0.02552, 3.44100)  -0.20
C (-2.98322, -0.15010, 2.16065)  -0.21
H (-2.32979, 0.03934, -0.86422)  0.21
H (-3.04678, 1.53447, -0.61957)  0.22
H (-3.93431, -0.05037, -0.31911)  0.21
H (-0.98434, 2.08598, 0.58228)  0.22
H (-0.51069, 2.86005, 2.99988)  0.22
H (-1.08168, 0.81946, 4.68613)  0.22
H (-2.96576, -0.50509, 4.24641)  0.21
H (-3.87863, -0.81380, 1.80327)  0.22

=====

Density functional theory data (wB97M-V/def2-TZVPD) for a cluster of 3 separate species, C5H16O2S in total at a distorted geometry.

The HOMO energy (alpha / beta) comes out at -12.781 / -12.781 eV. The energy relative to the best compared isomer or geometry (same formula, charge and spin) comes out at 124.41 kJ/mol. Its frontier orbital gap (alpha / beta) is 8.668 / 4.092 eV. Its largest force on an atom is 5.467 eV/Å. As for the charge: +1. Its electronic energy is -748.33108 a.u. The calculation puts the LUMO energy (alpha / beta) at -4.11 / -8.69 eV. The spin multiplicity is 2.

Each line ends with the natural charge from an NBO analysis.
Geometry (Å):
C (-1.13673, -0.11011, 3.65138)  -0.64
C (0.35859, -0.09979, 3.49269)  -0.39
C (0.70509, 0.64035, 1.93586)  -0.44
C (0.92116, -0.36393, 0.79258)  -0.47
S (-0.07871, 0.17721, -0.78184)  0.78
C (-1.85602, 0.12020, -0.42180)  -0.79
H (-1.13190, -0.23661, 4.69074)  0.24
H (-1.76743, 0.65237, 3.16120)  0.22
H (-1.60138, -0.82437, 2.99150)  0.19
H (0.91715, -1.02548, 3.81382)  0.24
H (0.68983, 0.53245, 4.43005)  0.23
H (1.43657, 1.32689, 2.23023)  0.25
H (-0.18592, 1.34147, 1.59347)  0.20
H (2.01438, -0.48080, 0.56559)  0.28
H (0.45456, -1.27894, 1.01014)  0.24
H (-2.34014, -0.27898, -1.24667)  0.28
H (-2.29352, 1.13126, -0.14491)  0.31
H (-1.97955, -0.43826, 0.46087)  0.26
H (-0.05730, -0.86970, -4.05490)  0.47
H (1.22784, -0.24183, -3.52341)  0.46
O (0.85421, -0.59252, -4.34751)  -0.92
H (2.19681, 0.63817, -7.16450)  0.46
H (1.15718, 0.17243, -6.10479)  0.48
O (1.49524, 0.10852, -7.02981)  -0.95